Computed, not measured: a structure of composition C28H35CrN5OP2 in a non-equilibrium geometry, with wB97M-V/def2-TZVPD.

Properties
- multiplicity = 5
- energy above the lowest of the compared OMol25 structures with the same formula, charge and spin (kcal/mol) = 52.2
- electronic energy (eV) = -86095.29524

CARTESIAN COORDINATES (ANGSTROEM)
Cr (-0.027, -0.006, -0.043)
C (-2.108, 1.918, -8.519)
C (-2.179, 0.710, -7.959)
C (-1.367, -0.522, -8.215)
C (-0.015, -0.334, -8.941)
C (0.929, 0.577, -8.207)
C (1.001, 1.906, -8.236)
C (0.187, 2.904, -9.012)
C (-1.166, 2.414, -9.578)
C (1.487, 0.585, 1.480)
H (-2.818, 2.680, -8.150)
H (-2.959, 0.568, -7.195)
H (-1.972, -1.254, -8.777)
H (-1.170, -1.000, -7.239)
H (0.455, -1.334, -9.021)
H (-0.186, -0.001, -9.970)
H (1.639, 0.057, -7.541)
H (1.778, 2.374, -7.614)
H (0.792, 3.312, -9.838)
H (-0.009, 3.762, -8.346)
H (-1.634, 3.277, -10.091)
H (-0.994, 1.662, -10.356)
H (1.096, 1.415, 2.112)
H (2.358, 0.915, 0.979)
H (1.744, -0.328, 2.060)
P (1.626, -0.482, -1.604)
P (-1.462, -0.699, -1.655)
N (2.633, 0.818, -2.100)
N (2.829, -1.675, -1.292)
N (-2.099, 0.569, -2.653)
N (-2.851, -1.646, -1.277)
C (0.832, -1.065, -3.154)
C (-0.534, -1.727, -2.867)
C (2.422, 2.155, -1.729)
C (3.288, 2.956, -2.472)
C (4.059, 2.085, -3.337)
C (3.629, 0.776, -3.089)
C (3.675, -1.666, -0.162)
C (4.295, -2.914, -0.063)
C (3.801, -3.730, -1.151)
C (2.904, -2.950, -1.875)
C (-2.340, 1.857, -2.155)
C (-2.849, 2.644, -3.190)
C (-2.919, 1.816, -4.370)
C (-2.449, 0.547, -4.003)
C (-3.924, -1.998, -2.113)
C (-4.708, -2.952, -1.454)
C (-4.083, -3.202, -0.171)
C (-2.952, -2.391, -0.093)
H (1.502, -1.735, -3.718)
H (0.688, -0.158, -3.766)
H (-1.109, -1.902, -3.792)
H (-0.409, -2.705, -2.370)
H (1.684, 2.396, -0.982)
H (3.372, 4.025, -2.405)
H (4.822, 2.375, -4.025)
H (3.955, -0.164, -3.502)
H (3.764, -0.783, 0.446)
H (5.013, -3.203, 0.679)
H (4.077, -4.741, -1.375)
H (2.317, -3.188, -2.746)
H (-2.123, 2.087, -1.123)
H (-3.129, 3.678, -3.118)
H (-3.257, 2.103, -5.345)
H (-2.339, -0.348, -4.603)
H (-4.058, -1.520, -3.070)
H (-5.607, -3.393, -1.829)
H (-4.433, -3.875, 0.588)
H (-2.220, -2.259, 0.688)
O (-0.007, -0.003, 4.479)
C (-0.015, -0.005, 3.320)
N (-0.174, -0.067, 2.138)

Here are the Löwdin charges for atoms 1 to 2, given in e: number 1, Cr, carries 0.3073; number 2, C, carries -0.1091

Computed, not measured: a structure of composition C13H17AuN2OPS5 in a non-equilibrium geometry, with wB97M-V/def2-TZVPD.

Properties
- electronic energy (eV) = -85932.50586
- charge = +1

CARTESIAN COORDINATES (ANGSTROEM)
Au (-0.124, 0.926, 0.393)
C (-0.460, 1.141, 4.589)
P (-0.684, 0.117, 3.149)
C (-1.827, -1.159, 3.636)
C (0.876, -0.704, 2.893)
O (-1.144, 0.889, 1.947)
H (-0.125, 0.546, 5.443)
H (-1.399, 1.631, 4.860)
H (0.289, 1.915, 4.396)
H (-1.459, -1.698, 4.514)
H (-1.967, -1.879, 2.825)
H (-2.801, -0.726, 3.884)
H (1.178, -1.255, 3.788)
H (1.658, 0.023, 2.658)
H (0.804, -1.413, 2.063)
N (-5.450, -2.577, -3.187)
C (-4.605, -2.021, -2.618)
C (-3.561, -1.335, -1.917)
C (-3.551, 0.058, -1.867)
C (-2.522, 0.674, -1.177)
N (-1.533, -0.001, -0.554)
C (-1.568, -1.349, -0.619)
C (-2.552, -2.057, -1.282)
H (-4.320, 0.653, -2.349)
H (-2.462, 1.756, -1.104)
H (-0.756, -1.858, -0.106)
H (-2.528, -3.142, -1.301)
C (4.797, 0.867, -0.891)
S (4.411, 2.306, -1.915)
C (3.419, 1.546, -3.134)
C (2.171, 1.054, -2.939)
S (1.141, 0.972, -1.535)
S (1.417, 0.351, -4.378)
C (2.724, 0.657, -5.492)
S (2.686, 0.235, -7.109)
S (4.095, 1.444, -4.745)
H (5.580, 1.143, -0.179)
H (5.172, 0.043, -1.506)
H (3.930, 0.530, -0.321)
H (1.053, 1.700, 1.184)

Here are the natural (NBO) charges for atoms 1 to 2, given in e: number 1, Au, carries 1.1479; number 2, C, carries -1.0261

Computed, not measured: a structure of composition C4H6N3P in a non-equilibrium geometry, with wB97M-V/def2-TZVPD.

Properties
- energy above the lowest of the compared OMol25 structures with the same formula, charge and spin (kcal/mol) = 59.2
- electronic energy (eV) = -17999.11225

CARTESIAN COORDINATES (ANGSTROEM)
C (-0.213, -1.405, 0.165)
C (-1.168, -0.419, 0.370)
C (-1.489, 0.571, -0.642)
C (1.541, 0.344, 0.181)
N (-0.867, 0.152, 1.614)
N (0.235, -0.267, 1.999)
N (0.781, -1.180, 1.064)
P (0.341, 1.378, -0.766)
H (-0.103, -2.101, -0.639)
H (-1.738, 0.178, -1.625)
H (-2.174, 1.348, -0.313)
H (2.007, 0.851, 1.019)
H (2.261, -0.169, -0.449)
H (0.586, 0.719, -1.979)

Here are the natural (NBO) charges for atoms 1 to 2, given in e: number 1, C, carries -0.0895; number 2, C, carries 0.0152

Computed, not measured: a cluster of 2 separate species, CHN3O in total in a non-equilibrium geometry, with wB97M-V/def2-TZVPD.

Properties
- energy above the lowest of the compared OMol25 structures with the same formula, charge and spin (kcal/mol) = 125.0
- electronic energy (eV) = -7566.35392

CARTESIAN COORDINATES (ANGSTROEM)
C (0.572, -0.907, -0.638)
N (0.935, -1.077, -1.736)
N (-0.973, 1.575, 0.786)
N (0.044, -0.733, 0.484)
O (-1.096, 2.000, -0.261)
H (0.518, -0.858, 1.365)

Here are the natural (NBO) charges for atoms 1 to 2, given in e: number 1, C, carries 0.3623; number 2, N, carries -0.2874